DFT (ωB97M-V/def2-TZVPD) results for C3H4HgLiO3 as an isolated structure at a distorted geometry.

Geometry (Å):
O: 0.88 -1.05 0.10
C: -0.16 -0.25 0.02
C: 1.88 -0.91 1.17
O: -1.01 -0.47 -0.88
O: -0.33 0.72 0.84
C: 2.76 0.29 1.08
H: 2.35 -1.91 1.15
H: 1.30 -0.89 2.17
H: 3.50 0.20 0.27
H: 3.29 0.40 2.04
Li: 1.20 1.69 1.32
Hg: -2.53 1.24 -0.33

The HOMO-LUMO gap (alpha / beta) is 7.00 / 3.43 eV. For the energy above the lowest of the compared OMol25 structures with the same formula, charge and spin, the calculation gives 0.000 eV. The spin multiplicity is 2. Its lowest unoccupied orbital energy (alpha / beta) is -0.262 / -3.287 eV. Its charge is 0. For the total energy, the calculation gives -13696.4976 eV. As for the expectation value of S²: 0.7578.